## a
The following is a DFT calculation (ωB97M-V/def2-TZVPD) of an isolated ion of composition C6H10N and charge +1.

As for the net charge: +1. The expectation value of S² is 2.01. As for the orbital gap (alpha / beta): 0.2859 / 0.2521 Eh. The spin multiplicity is 3.

Last column: Löwdin spin population.
Geometry (Å):
N1 0.687 -0.663 0.382  0.31
C1 -0.424 -0.371 -0.190  0.25
C2 1.075 -1.849 1.124  0.03
C3 -1.730 -1.172 -0.137  0.03
C4 0.969 3.029 -0.620  0.12
C5 -0.574 0.936 -0.784  0.54
C6 0.239 1.964 -0.714  0.55
H1 -1.634 1.111 -1.211  0.01
H2 1.037 3.855 0.202  0.05
H3 0.577 -2.748 0.749  0.01
H4 0.973 -1.663 2.192  0.02
H5 -2.398 -0.326 0.055  0.01
H6 -2.066 -2.089 0.452  0.00
H7 -1.972 -1.383 -1.216  0.01
H8 2.181 -1.994 1.014  0.00
H9 1.421 -0.024 0.112  0.01
H10 1.638 3.386 -1.411  0.05

***

## b
The following is a DFT calculation (ωB97M-V/def2-TZVPD) of an isolated ion of composition C6H10N and charge +1.

As for the net charge: +1. The expectation value of S² is 2.04. As for the orbital gap (alpha / beta): 0.3705 / 0.3084 Eh. The spin multiplicity is 3.

Last column: Löwdin spin population.
Geometry (Å):
N1 0.829 0.550 -0.486  0.11
C1 1.983 1.084 0.224  0.01
C2 -1.229 0.484 0.002  0.18
C3 -2.553 0.529 0.193  0.38
C4 -0.126 -1.803 -0.314  0.01
C5 -0.091 -0.436 0.320  0.02
C6 -0.559 1.587 -0.562  1.24
H1 0.450 -2.522 0.270  0.00
H2 1.748 0.946 1.230  0.00
H3 2.962 0.496 0.077  0.00
H4 2.283 2.159 0.160  0.00
H5 1.155 0.375 -1.406  0.01
H6 0.300 -1.828 -1.291  0.00
H7 -1.068 -2.347 -0.341  0.00
H8 0.251 -0.515 1.397  0.00
H9 -3.240 -0.186 0.605  0.02
H10 -3.094 1.426 -0.079  0.02

***

## c
The following is a DFT calculation (ωB97M-V/def2-TZVPD) of an isolated ion of composition C6H10N and charge +1.

As for the net charge: +1. The expectation value of S² is 2.01. As for the orbital gap (alpha / beta): 0.2328 / 0.2688 Eh. The spin multiplicity is 3.

Last column: Löwdin spin population.
Geometry (Å):
N1 0.316 -0.905 -0.667  0.21
C1 -1.885 0.381 -0.615  0.08
C2 0.594 1.394 -0.038  0.11
C3 -0.428 0.323 -0.227  0.60
C4 0.494 -0.536 0.724  0.58
C5 1.413 0.612 1.034  0.09
C6 0.160 -1.911 0.342  0.15
H1 2.536 0.587 1.033  0.02
H2 1.187 1.531 -0.897  0.04
H3 0.883 -2.692 0.248  0.02
H4 -2.535 0.922 0.108  0.02
H5 0.259 2.386 0.223  0.00
H6 -2.335 -0.633 -0.770  0.00
H7 1.027 -0.960 -1.463  0.02
H8 1.196 0.949 1.994  0.01
H9 -0.815 -2.279 0.613  0.00
H10 -2.066 0.833 -1.642  0.04

***

On energetic grounds, a is preferred over the next structure by 21.2 kcal/mol.

***

## a
The following is a DFT calculation (ωB97M-V/def2-TZVPD) of a 3-piece molecular cluster, C2H9NO4 overall.

As for the orbital gap: 0.3897 Eh. The spin multiplicity is 1. Its SMILES is CNC(=O)O.O.O.

Last column: Mulliken charge in e.
Geometry (Å):
O1 -0.817 5.521 2.893  -0.61
O2 -0.215 -3.422 3.456  -0.65
O3 1.213 -0.324 -0.651  -0.45
O4 1.377 -2.418 -1.387  -0.64
N1 -0.404 -1.045 -2.048  -0.20
C1 -0.422 0.401 -2.412  -0.92
C2 0.751 -1.341 -1.380  0.60
H1 -0.153 5.790 2.313  0.31
H2 -0.660 4.721 3.270  0.30
H3 -1.100 0.845 -1.688  0.32
H4 2.105 -0.612 -0.378  0.33
H5 0.448 1.005 -2.430  0.29
H6 -0.268 -4.298 3.896  0.33
H7 -0.676 -1.712 -2.712  0.27
H8 -0.130 -3.511 2.483  0.33
H9 -1.049 0.400 -3.224  0.39

***

## b
The following is a DFT calculation (ωB97M-V/def2-TZVPD) of a 3-piece molecular cluster, C2H9NO4 overall.

As for the orbital gap: 0.3712 Eh. The spin multiplicity is 1. Its SMILES is CNC(=O)O.O.O.

Last column: Mulliken charge in e.
Geometry (Å):
O1 -1.922 -0.643 0.466  -0.61
O2 0.489 -2.095 0.446  -0.66
O3 -2.184 1.415 -0.441  -0.47
O4 3.513 1.225 3.891  -0.64
N1 -0.492 0.102 -1.167  -0.17
C1 -1.568 0.201 -0.323  0.61
C2 -0.475 0.329 -2.604  -0.84
H1 -0.464 -2.177 0.545  0.32
H2 -2.570 1.533 0.434  0.32
H3 0.258 -0.515 -0.917  0.28
H4 2.880 0.508 4.028  0.32
H5 0.573 0.498 -2.854  0.30
H6 2.966 1.998 4.062  0.32
H7 -0.778 -0.552 -3.174  0.29
H8 -1.036 1.193 -2.948  0.31
H9 0.811 -3.020 0.557  0.31

***

On energetic grounds, b is preferred over the next structure by 15.9 kcal/mol.

***

## a
The following is a DFT calculation (ωB97M-V/def2-TZVPD) of a 7-piece molecular cluster, C5H24NO7 overall.

As for the net charge: +1. As for the orbital gap: 0.3847 Eh. The spin multiplicity is 1.

Last column: Mulliken charge in e.
Geometry (Å):
O1 -1.399 -1.943 -0.492  -0.69
O2 1.787 3.705 -2.001  -0.59
O3 0.568 1.218 -2.089  -0.55
O4 -2.677 0.100 -3.082  -0.57
O5 -3.122 -0.721 2.700  -0.67
O6 3.431 -2.554 -0.629  -0.64
O7 -3.920 -2.635 0.662  -0.68
N1 1.280 -0.963 -0.343  -0.05
C1 2.310 1.086 3.182  -0.73
C2 1.336 1.482 2.366  -0.33
C3 1.171 0.469 0.116  0.28
C4 0.551 0.486 1.536  -0.84
C5 0.243 1.319 -0.718  -0.81
H1 -3.242 0.854 -3.273  0.29
H2 -0.532 0.717 1.503  0.32
H3 -0.810 0.994 -0.727  0.31
H4 -3.375 0.112 3.133  0.31
H5 -3.626 -2.177 1.461  0.38
H6 1.482 -1.074 -1.335  0.37
H7 -2.277 -2.281 -0.210  0.36
H8 2.169 0.877 0.174  0.34
H9 1.064 2.540 2.306  0.34
H10 -2.316 -0.982 3.168  0.31
H11 1.001 1.989 -2.488  0.36
H12 0.354 -1.383 -0.180  0.15
H13 1.903 -1.506 0.246  0.50
H14 2.551 0.042 3.398  0.23
H15 1.446 4.297 -2.694  0.30
H16 -2.991 -0.467 -3.802  0.30
H17 0.104 2.358 -0.400  0.43
H18 -1.603 -1.428 -1.287  0.27
H19 3.882 -2.767 0.205  0.31
H20 3.757 -3.288 -1.166  0.31
H21 -4.846 -2.363 0.561  0.31
H22 0.564 -0.491 2.052  0.52
H23 2.906 1.808 3.722  0.28
H24 2.588 3.969 -1.550  0.28

***

## b
The following is a DFT calculation (ωB97M-V/def2-TZVPD) of a 7-piece molecular cluster, C5H24NO7 overall.

As for the net charge: +1. As for the orbital gap: 0.3948 Eh. The spin multiplicity is 1.

Last column: Mulliken charge in e.
Geometry (Å):
O1 -3.160 -0.031 0.520  -0.59
O2 -1.545 -0.330 -2.295  -0.57
O3 1.834 3.007 -0.116  -0.57
O4 1.433 -1.011 -2.215  -0.66
O5 -1.418 -3.155 -1.324  -0.55
O6 1.142 1.772 -2.946  -0.60
O7 1.815 -2.648 -0.179  -0.62
N1 -0.032 -1.220 0.535  0.21
C1 1.139 2.920 1.092  -0.45
C2 1.212 1.418 1.535  -0.65
C3 -0.993 -1.130 2.908  -1.02
C4 -0.359 -0.548 1.859  0.38
C5 -0.176 0.953 1.892  -0.35
H1 -0.805 -1.252 -0.083  0.16
H2 0.086 3.109 0.754  0.34
H3 -1.049 1.261 1.219  0.25
H4 0.182 -2.260 0.568  0.55
H5 2.152 -2.378 -1.071  0.36
H6 1.536 3.512 1.863  0.35
H7 2.524 -2.872 0.364  0.26
H8 -2.407 -3.375 -1.171  0.30
H9 -1.261 -2.134 3.409  0.29
H10 -2.422 -0.619 -2.661  0.29
H11 -0.404 1.245 3.013  0.28
H12 0.538 -1.056 -2.334  0.30
H13 2.027 1.252 2.307  0.32
H14 1.428 2.221 -3.807  0.31
H15 -1.226 0.531 -2.574  0.29
H16 1.383 2.406 -2.281  0.32
H17 0.806 -0.801 0.050  0.09
H18 -1.244 -3.964 -1.815  0.27
H19 1.759 0.815 0.768  0.15
H20 -3.229 0.724 1.134  0.30
H21 1.579 3.914 -0.501  0.34
H22 -3.199 0.223 -0.342  0.29
H23 -1.185 -0.476 3.738  0.28
H24 1.539 -0.025 -1.814  0.34

***

On energetic grounds, a is preferred over the next structure by 54.0 kcal/mol.

***

## a
The following is a DFT calculation (ωB97M-V/def2-TZVPD) of one molecule with the formula C3H9NOS.

As for the orbital gap: 0.3650 Eh. The spin multiplicity is 1. Its SMILES is OCNCCS.

Last column: Mulliken charge in e.
Geometry (Å):
S1 -0.408 0.768 3.014  -0.25
O1 1.585 -0.129 -2.376  -0.52
N1 -0.225 -0.438 -0.802  -0.28
C1 -0.981 0.675 1.262  -0.65
C2 0.183 0.310 0.364  -0.47
C3 0.686 -1.033 -1.720  -0.40
H1 -1.452 0.131 3.559  0.12
H2 -1.033 -0.025 -1.245  0.20
H3 -1.796 -0.033 1.189  0.40
H4 -1.391 1.666 1.088  0.37
H5 1.272 -1.808 -1.232  0.30
H6 0.767 1.217 0.135  0.22
H7 1.845 0.505 -1.699  0.31
H8 0.893 -0.308 0.934  0.31
H9 0.053 -1.497 -2.471  0.32

***

## b
The following is a DFT calculation (ωB97M-V/def2-TZVPD) of a 2-piece molecular cluster, C3H9NOS overall.

As for the orbital gap: 0.2292 Eh. The spin multiplicity is 1.

Last column: Mulliken charge in e.
Geometry (Å):
S1 2.030 2.949 0.861  -0.15
O1 -2.274 -1.059 -0.416  -0.56
N1 -0.373 1.198 0.641  -0.47
C1 -0.162 0.178 -0.357  0.73
C2 -0.847 -1.149 0.094  -0.56
C3 1.298 -0.143 -0.598  -1.55
H1 -0.640 0.382 -1.336  0.19
H2 -2.955 -1.101 0.302  0.30
H3 -0.314 0.953 1.604  0.30
H4 1.750 -0.202 0.354  0.43
H5 0.366 1.927 0.470  0.03
H6 -0.397 -2.010 -0.477  0.20
H7 -0.870 -1.436 1.136  0.40
H8 1.570 -1.121 -1.099  0.35
H9 1.819 0.632 -1.179  0.37

***

On energetic grounds, a is preferred over the next structure by 92.7 kcal/mol.